[1]
{"formula": "C23H27ClF3O4P2", "method": "ωB97M-V/def2-TZVPD", "elements": ["O", "P", "Cl", "P", "O", "C", "C", "C", "C", "C", "O", "O", "H", "H", "H", "H", "H", "H", "H", "H", "H", "H", "H", "H", "F", "C", "C", "C", "C", "C", "C", "H", "H", "H", "H", "H", "F", "C", "C", "C", "C", "C", "C", "H", "H", "H", "H", "H", "F", "C", "C", "C", "C", "C", "C", "H", "H", "H", "H", "H"], "positions_angstrom": [[-1.0081, 3.5405, -1.8961], [0.0343, 2.4242, -2.6719], [-1.3230, 1.1661, -3.7817], [1.0300, 1.1482, -1.1168], [0.2188, -0.2272, -1.8509], [0.9145, -1.3325, -1.2403], [1.3942, -1.0217, 0.2733], [2.3931, -2.2118, 0.5331], [3.0916, -1.9881, 2.0483], [4.2147, -0.7788, 2.0879], [2.7587, -0.7139, 2.7179], [1.9353, 0.3150, 0.1458], [-1.7052, 3.0028, -1.4662], [-0.0385, 1.3132, -0.1478], [1.7300, 2.3623, -0.7453], [2.2076, 0.9154, -1.9538], [0.5912, -2.3797, -1.4838], [1.9279, -1.2706, -1.7782], [0.5763, -0.9105, 1.0476], [3.2455, -2.2818, -0.1912], [1.8468, -3.1789, 0.7147], [3.3027, -2.9343, 2.6979], [3.9848, 0.1684, 1.5279], [4.7859, -0.7267, 3.0571], [5.0386, -1.3363, 9.4717], [4.5417, -1.1070, 8.2406], [3.5339, -0.1716, 8.0783], [3.0247, 0.0683, 6.8064], [3.5211, -0.6367, 5.7133], [4.5306, -1.5773, 5.8921], [5.0484, -1.8108, 7.1618], [3.1539, 0.3619, 8.9415], [2.2411, 0.8037, 6.6668], [3.1194, -0.4520, 4.7191], [4.9146, -2.1297, 5.0418], [5.8406, -2.5334, 7.3173], [-5.6265, 6.8991, -5.0626], [-4.6483, 5.9692, -5.0559], [-3.6861, 6.0014, -4.0605], [-2.6805, 5.0398, -4.0507], [-2.6432, 4.0638, -5.0426], [-3.6134, 4.0466, -6.0396], [-4.6257, 5.0009, -6.0441], [-3.7266, 6.7735, -3.3012], [-1.9280, 5.0502, -3.2732], [-1.8573, 3.3152, -5.0386], [-3.5816, 3.2890, -6.8144], [-5.3941, 4.9963, -6.8083], [-0.9597, -3.9866, -0.9875], [-2.2505, -3.8410, -1.3253], [-3.2317, -4.0842, -0.3791], [-4.5679, -3.9280, -0.7283], [-4.9067, -3.5408, -2.0212], [-3.9111, -3.3041, -2.9633], [-2.5746, -3.4495, -2.6129], [-2.9484, -4.3924, 0.6200], [-5.3443, -4.1080, 0.0061], [-5.9497, -3.4230, -2.2937], [-4.1761, -3.0059, -3.9708], [-1.7858, -3.2603, -3.3304]], "forces_ev_per_a": [[-0.015, -1.925, -0.145], [0.303, 1.412, -0.863], [0.018, 0.370, 0.450], [0.419, 0.444, 0.263], [0.740, -1.701, 2.422], [2.036, 0.473, -0.825], [-0.655, 0.038, -1.827], [0.717, 0.899, 3.901], [1.493, 3.172, -1.399], [-4.416, -0.187, 2.672], [0.889, -3.487, -0.904], [-0.309, -1.904, -0.141], [0.341, 0.504, 0.095], [-0.099, 0.128, -0.224], [-0.508, 0.342, 0.224], [-0.665, -0.005, -0.643], [-0.560, 1.234, 0.478], [-0.790, -0.452, 0.731], [0.753, -0.883, -0.791], [-1.078, 0.011, 0.509], [0.318, 0.915, -0.890], [-0.417, 1.969, -0.991], [1.436, -1.422, -0.567], [0.237, -0.130, -1.607], [0.070, -0.032, 0.168], [-0.275, 0.128, -0.685], [-0.056, 0.093, 0.187], [0.298, -0.289, 0.027], [-0.118, 0.162, -0.146], [-0.174, 0.217, 0.256], [0.156, -0.153, 0.078], [0.053, -0.035, -0.002], [0.047, -0.053, 0.023], [0.056, -0.108, 0.189], [0.000, 0.025, 0.065], [-0.035, 0.025, 0.046], [-0.164, 0.143, -0.015], [0.565, -0.533, 0.032], [-0.087, 0.104, 0.042], [-0.179, 0.120, -0.274], [0.122, -0.006, -0.138], [0.076, 0.197, 0.286], [-0.202, 0.053, -0.146], [-0.032, -0.019, -0.034], [-0.061, -0.049, -0.062], [-0.171, 0.173, 0.038], [-0.031, 0.044, 0.050], [0.008, 0.045, 0.037], [0.017, -0.173, 0.077], [-0.632, 0.119, -0.182], [0.073, -0.062, 0.184], [0.134, 0.055, -0.282], [-0.062, -0.015, 0.019], [-0.010, -0.101, 0.278], [0.175, -0.007, -0.152], [0.036, 0.046, -0.042], [0.075, 0.001, -0.022], [0.076, 0.006, 0.018], [0.063, 0.021, 0.073], [0.002, 0.041, 0.080]], "e_homo_ev": -4.31, "lumo_ha": 0.0941, "relative_energy_kcal_mol": 0.0, "charge": -1, "max_force_ev_per_a": 5.165}



[2]
{"formula": "C3H9S", "method": "ωB97M-V/def2-TZVPD", "elements": ["C", "C", "H", "H", "H", "H", "H", "H", "C", "S", "H", "H", "H"], "positions_angstrom": [[-0.5373, -0.3689, 1.1080], [-1.5905, -1.3412, 0.4686], [-1.0215, 0.5316, 1.4553], [0.0586, -1.0696, 1.6756], [0.0604, 0.0499, 0.3041], [-2.5324, -1.2932, 1.0847], [-1.1817, -2.3163, 0.2500], [-2.0341, -0.9237, -0.4555], [1.7303, 1.4234, -1.1092], [2.7373, 0.0723, -1.8628], [1.7709, 2.3833, -1.6216], [1.8857, 1.6418, -0.0403], [0.6545, 1.2106, -1.2571]], "forces_ev_per_a": [[-0.829, -1.202, -2.418], [-1.632, 2.226, 0.056], [-0.017, -0.219, 1.296], [0.350, 0.978, 1.091], [0.467, -0.446, -0.027], [1.103, -0.988, -0.070], [-0.209, -0.292, 0.245], [0.679, -0.179, -0.035], [-0.488, 0.023, -0.071], [-0.789, 1.180, 0.652], [0.698, -0.060, -0.412], [0.196, -0.562, -0.407], [0.471, -0.460, 0.099]], "e_homo_ev": [-9.45, -9.04], "lumo_ha": [0.0361, -0.0725], "relative_energy_kcal_mol": 14.5, "max_force_ev_per_a": 2.824, "spin_multiplicity": 2, "s_squared": 0.753}



[3]
{"formula": "C35H55CrN2O3S", "method": "ωB97M-V/def2-TZVPD", "elements": ["Cr", "C", "C", "C", "C", "C", "C", "C", "C", "C", "C", "C", "C", "C", "C", "C", "C", "C", "H", "H", "H", "H", "H", "H", "H", "H", "H", "H", "H", "H", "H", "H", "H", "H", "H", "H", "H", "H", "H", "H", "H", "H", "H", "H", "H", "H", "H", "O", "C", "C", "C", "C", "N", "C", "C", "C", "C", "C", "C", "O", "C", "C", "N", "H", "H", "H", "H", "H", "H", "H", "H", "H", "H", "H", "H", "C", "C", "C", "S", "O", "C", "C", "C", "H", "H", "H", "H", "H", "H", "H", "H", "H", "H", "H", "H", "H", "H"], "positions_angstrom": [[0.0498, -0.3934, 0.0557], [1.4665, -1.2530, 1.4804], [2.1968, -1.3249, 0.2415], [1.4541, -2.2072, -0.6188], [0.3034, -2.6157, 0.1313], [0.3540, -2.1272, 1.4585], [-0.3391, -2.7241, 2.6625], [-1.5579, -3.5658, 2.2688], [0.7022, -3.6728, 3.2947], [-0.7181, -1.6565, 3.6954], [1.7345, -2.8630, -1.9800], [1.4664, -1.9082, -3.1553], [0.7963, -4.0681, -2.1825], [3.1618, -3.4260, -2.0624], [3.6327, -0.7863, 0.1926], [4.5385, -1.9374, 0.6831], [3.8551, 0.3651, 1.1844], [4.0973, -0.2659, -1.1783], [1.8451, -0.7924, 2.3795], [-0.3899, -3.3756, -0.1870], [-1.2529, -4.4447, 1.6983], [-2.2914, -3.0194, 1.6746], [-2.0559, -3.9232, 3.1697], [1.0469, -4.4084, 2.5664], [0.2521, -4.2030, 4.1350], [1.5671, -3.1188, 3.6631], [-1.3451, -0.8700, 3.2700], [0.1724, -1.1880, 4.1190], [-1.2674, -2.1195, 4.5151], [0.4303, -1.5618, -3.1349], [1.6260, -2.4395, -4.0947], [2.1231, -1.0406, -3.1571], [-0.2496, -3.7698, -2.2735], [0.9002, -4.7954, -1.3759], [1.0715, -4.5694, -3.1093], [3.9300, -2.6589, -2.0802], [3.2564, -4.0005, -2.9837], [3.3494, -4.1056, -1.2301], [4.1752, -2.3199, 1.6390], [5.5521, -1.5612, 0.8276], [4.5807, -2.7621, -0.0205], [3.7846, 0.0383, 2.2229], [3.1625, 1.1817, 1.0015], [4.8658, 0.7484, 1.0421], [3.6319, -0.7799, -2.0111], [5.1763, -0.3923, -1.2708], [3.8923, 0.8025, -1.2770], [-6.2768, 1.3949, -1.8808], [-6.1497, 0.5116, -0.7946], [-4.6953, 0.2229, -0.5778], [-4.2318, -0.3945, 0.5796], [-2.8811, -0.6250, 0.7253], [-1.9761, -0.2773, -0.1947], [-2.4181, 0.3195, -1.3206], [-3.7570, 0.5777, -1.5421], [-1.3440, 0.7581, -2.2214], [-1.5465, 1.3217, -3.4656], [-0.4606, 1.8132, -4.1846], [-0.6880, 2.4682, -5.5254], [-1.8812, 2.0425, -6.1331], [0.8007, 1.7224, -3.6031], [0.9299, 1.1136, -2.3735], [-0.1101, 0.6204, -1.6927], [-7.1991, 1.6403, -1.9969], [-6.6581, -0.4419, -0.9896], [-6.5739, 0.9264, 0.1257], [-4.9122, -0.6915, 1.3669], [-2.5003, -1.0978, 1.6184], [-4.0942, 1.0768, -2.4379], [-2.5308, 1.3880, -3.9073], [0.1869, 2.3343, -6.1656], [-0.7932, 3.5428, -5.3466], [-1.7145, 1.3089, -6.7323], [1.6781, 2.1003, -4.1120], [1.8998, 0.9977, -1.9078], [1.4712, 5.3184, -0.2500], [0.9304, 5.2293, 1.1771], [-0.0597, 4.0748, 1.3583], [0.8987, 2.5297, 1.3925], [-0.1046, 1.4141, 1.0679], [1.1966, 2.4012, 3.1834], [-0.0437, 2.1123, 4.0175], [0.3596, 1.6842, 5.4293], [2.2689, 6.0563, -0.3144], [0.6816, 5.6155, -0.9415], [1.8731, 4.3592, -0.5843], [0.4244, 6.1599, 1.4339], [1.7561, 5.1236, 1.8872], [-0.7393, 3.9880, 0.5096], [-0.6426, 4.1501, 2.2730], [1.6737, 3.3422, 3.4673], [1.9382, 1.6080, 3.2959], [-0.6285, 1.3215, 3.5446], [-0.6732, 3.0001, 4.0805], [0.8806, 0.7260, 5.4146], [-0.5244, 1.5786, 6.0561], [1.0130, 2.4231, 5.8942]], "forces_ev_per_a": [[0.958, 0.466, 1.757], [0.077, -0.251, -0.112], [-0.190, 0.112, -0.029], [-0.254, 0.123, 0.231], [0.089, -0.126, 0.190], [0.023, 0.053, -0.480], [-0.124, 0.082, 0.106], [0.071, 0.002, -0.033], [-0.095, 0.076, -0.002], [0.018, -0.065, -0.080], [-0.111, 0.132, -0.335], [0.073, -0.102, 0.024], [0.066, 0.064, 0.027], [-0.084, 0.032, 0.044], [0.102, 0.055, -0.093], [-0.099, -0.015, -0.083], [-0.021, -0.204, 0.007], [-0.093, -0.048, 0.052], [-0.108, 0.264, -0.077], [-0.160, 0.210, -0.135], [-0.032, 0.008, -0.017], [0.040, -0.083, 0.024], [-0.005, -0.016, 0.000], [-0.003, -0.022, 0.026], [0.023, -0.009, 0.002], [0.005, -0.013, -0.001], [-0.002, 0.000, 0.032], [-0.017, 0.044, -0.019], [0.025, 0.028, 0.042], [0.019, -0.015, -0.044], [-0.006, -0.010, 0.004], [-0.020, -0.029, -0.020], [-0.006, -0.019, 0.032], [-0.045, -0.011, -0.007], [-0.016, 0.014, -0.022], [0.006, -0.083, 0.042], [-0.009, 0.000, -0.014], [0.051, -0.005, -0.019], [0.044, -0.012, 0.007], [-0.002, 0.000, 0.000], [0.013, -0.033, 0.007], [-0.034, 0.042, 0.009], [-0.090, 0.166, 0.010], [-0.013, 0.022, 0.010], [0.062, 0.037, -0.002], [0.006, 0.047, -0.008], [-0.003, 0.010, -0.003], [0.079, 0.035, -0.022], [-0.124, -0.091, 0.058], [0.197, 0.015, -0.069], [-0.104, 0.007, -0.094], [0.001, -0.033, 0.146], [-0.213, -0.195, -0.253], [-0.149, -0.047, 0.135], [0.001, -0.017, 0.009], [0.138, 0.081, -0.130], [0.008, -0.018, -0.024], [-0.017, -0.098, 0.132], [0.013, 0.062, -0.012], [-0.074, 0.006, 0.047], [-0.079, 0.108, -0.088], [0.086, 0.050, 0.097], [-0.017, -0.079, -0.551], [-0.056, -0.023, -0.015], [0.000, 0.009, 0.030], [0.025, 0.010, 0.005], [0.019, 0.010, 0.015], [0.003, 0.094, -0.057], [0.037, 0.016, 0.001], [-0.018, 0.000, 0.056], [-0.004, -0.031, -0.001], [0.066, 0.003, -0.027], [0.051, -0.002, -0.024], [0.013, -0.009, 0.027], [-0.024, -0.023, -0.020], [-0.059, -0.006, 0.115], [0.032, -0.043, -0.186], [0.246, -0.085, -0.024], [-0.026, 0.486, 0.426], [-0.145, -0.986, -0.479], [-0.117, -0.059, -0.210], [0.043, -0.041, 0.108], [-0.071, 0.062, -0.086], [-0.011, -0.008, -0.023], [-0.001, -0.014, -0.006], [0.048, 0.020, -0.019], [-0.025, -0.023, 0.082], [-0.022, 0.049, 0.022], [0.034, -0.070, -0.034], [-0.031, -0.057, 0.006], [0.058, -0.003, -0.051], [0.035, -0.002, -0.075], [-0.005, 0.058, -0.017], [-0.034, -0.007, -0.046], [0.044, 0.014, 0.026], [0.021, -0.026, 0.021], [-0.001, -0.019, 0.025]], "e_homo_ev": [-14.32, -14.26], "lumo_ha": [-0.2300, -0.2285], "relative_energy_kcal_mol": 20.8, "charge": 2, "max_force_ev_per_a": 2.055, "spin_multiplicity": 2, "s_squared": 0.772}



Copy entry 2 word for word.
{"formula": "C3H9S", "method": "ωB97M-V/def2-TZVPD", "elements": ["C", "C", "H", "H", "H", "H", "H", "H", "C", "S", "H", "H", "H"], "positions_angstrom": [[-0.5373, -0.3689, 1.1080], [-1.5905, -1.3412, 0.4686], [-1.0215, 0.5316, 1.4553], [0.0586, -1.0696, 1.6756], [0.0604, 0.0499, 0.3041], [-2.5324, -1.2932, 1.0847], [-1.1817, -2.3163, 0.2500], [-2.0341, -0.9237, -0.4555], [1.7303, 1.4234, -1.1092], [2.7373, 0.0723, -1.8628], [1.7709, 2.3833, -1.6216], [1.8857, 1.6418, -0.0403], [0.6545, 1.2106, -1.2571]], "forces_ev_per_a": [[-0.829, -1.202, -2.418], [-1.632, 2.226, 0.056], [-0.017, -0.219, 1.296], [0.350, 0.978, 1.091], [0.467, -0.446, -0.027], [1.103, -0.988, -0.070], [-0.209, -0.292, 0.245], [0.679, -0.179, -0.035], [-0.488, 0.023, -0.071], [-0.789, 1.180, 0.652], [0.698, -0.060, -0.412], [0.196, -0.562, -0.407], [0.471, -0.460, 0.099]], "e_homo_ev": [-9.45, -9.04], "lumo_ha": [0.0361, -0.0725], "relative_energy_kcal_mol": 14.5, "max_force_ev_per_a": 2.824, "spin_multiplicity": 2, "s_squared": 0.753}



Q: What is the formula in the second record?
A: C3H9S